Entry 1:
35
Properties=species:S:1:pos:R:3 method="wB97M-V/def2-TZVPD" relative_energy_kj_mol=236.4 max_force_ha_per_bohr=0.0575 e_lumo_ev=0.319 smiles="CCCNC(=O)CN.O.O.O.O.O" homo_lumo_gap_ha=0.368 homo_energy_ha=-0.35635 molar_mass_g_mol=206.24
C -2.74228 2.61924 0.17604
C -3.23240 1.16734 0.23989
C -2.35652 0.11754 -0.42498
N -0.97034 0.15940 0.02780
C -0.17050 -0.68929 0.76507
O 1.04522 -0.59057 0.54648
C -0.61299 -1.63800 1.84941
N -0.35332 -3.02242 1.38211
H -1.91823 2.88762 0.78536
H -2.59705 2.92224 -0.84617
H -3.56226 3.35481 0.38535
H -4.24520 1.13919 -0.37812
H -3.42216 0.97492 1.32094
H -2.77012 -0.91692 -0.27871
H -2.20943 0.40078 -1.51980
H -0.31535 0.48536 -0.76076
H 0.01215 -1.51262 2.72505
H -1.67237 -1.55915 2.09390
H -1.16083 -3.44372 0.95482
H 0.54291 -3.13571 0.95291
O 2.90920 1.80190 1.08623
H 2.38194 1.02180 1.13945
H 3.70312 1.63814 1.58600
O 0.89562 3.91566 -0.61428
H 0.45796 3.61849 0.18850
H 1.77313 3.51808 -0.65883
O 3.48859 -1.32416 1.33300
H 2.61833 -1.07754 0.96757
H 3.23604 -1.77776 2.13721
O -2.59732 -1.63306 -3.32924
H -3.00217 -1.36801 -4.15008
H -1.89643 -2.22681 -3.64693
O 3.19794 -1.18571 -2.20701
H 2.73558 -0.40930 -1.90547
H 3.90679 -1.38285 -1.60509

=====

Entry 2:
9
Properties=species:S:1:pos:R:3 method="wB97M-V/def2-TZVPD" relative_energy_kj_mol=105.9 max_force_ha_per_bohr=0.0823 e_lumo_ev=0.255 smiles="CC(=O)SC#N" homo_lumo_gap_ha=0.386 homo_energy_ha=-0.37632 molar_mass_g_mol=101.13
C 1.35827 -0.64515 -0.38985
C 0.06135 -0.57922 0.20379
O -0.65178 -1.45922 0.53151
S -0.57131 1.20062 0.12484
C -2.14564 1.56795 0.55452
N -3.19967 1.77437 0.95944
H 2.10320 0.23778 -0.35151
H 1.12267 -0.54490 -1.38212
H 1.92290 -1.55224 -0.25062

=====

Entry 3:
18
Properties=species:S:1:pos:R:3 method="wB97M-V/def2-TZVPD" relative_energy_kj_mol=365.7 max_force_ha_per_bohr=0.0895 e_lumo_ev=1.039 homo_lumo_gap_ha=0.374 homo_energy_ha=-0.33553 molar_mass_g_mol=110.16
C -0.25437 -0.54608 -0.08052
C -1.64660 -0.51392 -0.59524
C -1.64644 0.95478 0.02717
C -0.08559 0.97667 -0.19494
C 1.28844 1.23485 0.15460
C 1.98451 0.08212 -0.05128
C 1.06909 -1.07664 -0.63014
H 0.27982 -0.45330 1.70358
H -1.58261 -0.72831 -1.77290
H -2.51724 -1.20383 -0.23924
H -2.35935 1.81124 -0.36336
H -1.90645 0.69644 1.10626
H -0.11573 1.25740 -1.31110
H 1.71088 2.14330 0.55878
H 3.10548 -0.12238 0.13710
H 1.48550 -2.11180 -0.31429
H 0.99859 -0.98091 -1.70951
O -0.41915 -0.87233 1.30334

=====

Entry 4:
43
Properties=species:S:1:pos:R:3 method="wB97M-V/def2-TZVPD" relative_energy_kj_mol=94.0 max_force_ha_per_bohr=0.0563 e_lumo_ev=0.503 smiles="CC[C@H](C)[C@H](NC(=O)[C@@H](N)CCCCN)C(=O)O" homo_lumo_gap_ha=0.344 homo_energy_ha=-0.32521 molar_mass_g_mol=259.35
C -3.23494 2.02095 -1.15450
C -4.04733 1.00651 -0.35603
C -3.34281 0.22870 0.74565
C -2.89566 1.20587 1.83136
C -2.11603 -0.63314 0.23828
N -0.95418 0.18437 -0.05029
C 0.35930 0.10204 0.34664
O 0.98256 1.14617 0.30076
C 0.91804 -1.25475 0.92429
N 0.67377 -2.25914 -0.07014
C 2.40902 -1.15724 1.33386
C 3.50078 -1.47003 0.24981
C 3.64967 -0.40886 -0.81949
C 4.13302 0.94887 -0.25627
N 4.30890 2.03637 -1.24587
C -2.49063 -1.54298 -0.96367
O -3.43424 -2.28134 -0.90756
O -1.65893 -1.56330 -2.02581
H -2.58110 2.59177 -0.44566
H -2.57749 1.58283 -1.86529
H -3.86789 2.75336 -1.66647
H -4.88170 1.54011 0.10341
H -4.53568 0.34999 -1.07754
H -4.05071 -0.49574 1.13666
H -2.47045 0.70827 2.64497
H -2.14215 1.98784 1.52169
H -3.80154 1.76167 2.13807
H -1.89012 -1.33800 1.02348
H -1.21746 1.15776 -0.21179
H 0.34562 -1.39799 1.82410
H -0.28484 -2.51828 -0.03882
H 1.10852 -3.14297 0.15759
H 2.48392 -1.91201 2.14260
H 2.62261 -0.20934 1.82816
H 4.44363 -1.51649 0.75246
H 3.32251 -2.43691 -0.23229
H 2.69191 -0.28169 -1.34851
H 4.33080 -0.68687 -1.61441
H 5.03875 0.86960 0.26314
H 3.32181 1.29230 0.38542
H 3.59360 2.01307 -1.93564
H 5.19043 1.88341 -1.72292
H -0.95333 -0.86473 -1.88340

=====

Entry 5:
37
Properties=species:S:1:pos:R:3 method="wB97M-V/def2-TZVPD" relative_energy_kj_mol=0.0 max_force_ha_per_bohr=0.0439 charge=+2 e_lumo_ev="-9.379 / -9.913" homo_lumo_gap_ha="0.232 / 0.215" multiplicity=3 homo_energy_ha="-0.57623 / -0.57947" molar_mass_g_mol=587.99 s_squared=2.06
Tc -1.46914 -0.79493 -0.14918
O 1.82275 -3.47204 -1.51036
C 2.79072 -2.62489 -1.39975
C 4.10155 -3.13084 -1.67949
C 5.18100 -2.30893 -1.58153
C 4.99394 -0.96408 -1.20256
C 3.70893 -0.45053 -0.92352
C 2.59881 -1.24599 -1.01708
C 1.25899 -0.71477 -0.73401
O 0.21686 -1.51265 -0.88792
N 1.09660 0.49990 -0.34451
N -0.22747 0.75597 -0.15670
C -0.52287 2.02446 0.04498
C -1.82242 2.53523 0.06683
C -2.03141 3.91172 0.29790
C -3.29575 4.43500 0.24411
C -4.38443 3.60312 -0.06420
C -4.21600 2.25702 -0.31572
C -2.93852 1.72200 -0.24453
O -2.76768 0.41902 -0.49441
H 0.95333 -3.05092 -1.31041
H 4.17836 -4.17229 -1.96337
H 6.17441 -2.68028 -1.79101
H 5.84721 -0.30380 -1.12118
H 3.60081 0.58573 -0.63492
H 0.32284 2.69996 0.13121
H -1.18112 4.54470 0.51787
H -3.45722 5.48755 0.42910
H -5.37924 4.02551 -0.11448
H -5.05315 1.61860 -0.56273
F -1.69891 -2.46743 0.70236
Sb -1.43227 -1.95422 2.97257
F -2.14863 -0.43588 1.96832
F 0.13332 -1.40209 2.06394
F -1.16732 -1.18884 4.61260
F -0.65438 -3.60243 3.22456
F -3.13250 -2.64764 2.92722